Entry 1:
31
Properties=species:S:1:pos:R:3 method="wB97M-V/def2-TZVPD" e_homo_ev="-12.25 / -12.25" e_lumo_ev="-4.472 / -7.468" multiplicity=2 homo_lumo_gap_ev="7.77 / 4.78" charge=+1
C -0.821 -1.798 -1.311
C -0.023 -3.124 -1.436
C -2.240 -2.117 -0.970
O -2.989 -2.782 -1.657
N -2.809 -1.353 0.038
H -0.308 -1.057 -0.644
H -0.658 -1.191 -2.195
H -0.441 -3.947 -0.821
H -3.796 -1.385 0.231
H -2.247 -0.862 0.713
H 1.048 -3.063 -1.175
H -0.186 -3.603 -2.358
C 0.509 3.338 -1.181
C 0.271 0.865 1.559
C 1.008 1.515 0.517
C 0.160 2.528 -0.022
C -0.954 2.604 0.865
C 0.769 -0.236 2.194
C 1.996 -0.725 1.811
C 2.269 1.011 0.059
C 2.696 -0.130 0.712
N -0.989 1.446 1.621
H -1.367 1.639 2.566
H 0.370 -0.647 3.155
H -1.862 3.079 0.566
H 2.512 -1.610 2.162
H 2.866 1.387 -0.728
H 0.476 4.439 -1.054
H -0.305 3.277 -1.949
H 3.574 -0.621 0.384
H 1.469 3.120 -1.651

***

Entry 2:
35
Properties=species:S:1:pos:R:3 method="wB97M-V/def2-TZVPD" e_homo_ev=-5.05 e_lumo_ev=2.391 homo_lumo_gap_ev=7.44 charge=-1
C -2.983 0.738 0.741
C -3.962 1.127 -0.474
O -4.906 0.353 -0.741
O -3.756 2.292 -1.269
C -2.505 2.130 -2.062
C -2.341 0.670 -2.675
Ga -1.081 0.565 -4.322
I 1.369 1.259 -3.692
H -3.140 1.484 1.598
H -3.175 -0.342 1.056
H -1.904 0.897 0.389
H -2.520 2.971 -2.825
H -1.649 2.308 -1.316
H -1.888 -0.052 -1.899
H -3.362 0.288 -3.048
H -1.011 -1.010 -4.714
H -1.668 1.310 -5.621
C 2.680 -1.536 0.441
C 1.403 -0.678 0.313
C 1.537 0.786 0.740
F 1.863 0.920 2.041
F 0.357 1.435 0.578
F 0.390 -1.292 0.975
F 1.053 -0.691 -1.000
O 2.798 -2.367 1.608
C 3.323 -1.784 2.779
C 2.309 -1.760 3.928
F 1.203 -1.061 3.605
F 2.841 -1.165 5.026
F 3.826 -0.568 2.498
F 4.381 -2.551 3.135
H 2.641 -2.252 -0.385
H 3.589 -0.958 0.261
H 2.286 1.305 0.136
H 2.003 -2.773 4.196

***

Entry 3:
68
Properties=species:S:1:pos:R:3 method="wB97M-V/def2-TZVPD" e_homo_ev=-8.19 smiles="Cn1nccc1C(=O)N(CCN1CCCCC1)C[C@H]1CCCN(C2CCCC2)C1" e_lumo_ev=0.790 homo_lumo_gap_ev=8.98
C 1.225 -0.998 -3.551
N 0.333 -1.825 -2.791
N 0.154 -3.084 -3.150
C -0.735 -3.592 -2.315
C -1.131 -2.638 -1.378
C -0.402 -1.497 -1.699
C -0.486 -0.114 -1.181
O -0.454 0.836 -1.957
N -0.647 0.073 0.152
C -1.012 1.411 0.576
C -2.533 1.619 0.485
N -2.910 2.865 1.122
C -4.257 2.884 1.661
C -5.347 2.999 0.588
C -5.111 4.260 -0.239
C -3.698 4.240 -0.816
C -2.675 4.048 0.310
C -0.561 -0.968 1.149
C 0.455 -0.692 2.269
C 0.550 -1.900 3.203
C 1.232 -3.074 2.508
C 2.552 -2.635 1.883
N 2.352 -1.530 0.958
C 3.571 -1.238 0.217
C 3.474 0.000 -0.678
C 4.599 -0.185 -1.698
C 4.749 -1.704 -1.884
C 3.888 -2.354 -0.791
C 1.834 -0.383 1.684
H 0.920 0.042 -3.451
H 1.166 -1.307 -4.594
H 2.252 -1.121 -3.207
H -1.056 -4.610 -2.413
H -1.870 -2.755 -0.612
H -0.502 2.119 -0.081
H -0.690 1.583 1.601
H -2.829 1.552 -0.571
H -3.023 0.802 1.023
H -4.406 1.984 2.262
H -4.324 3.750 2.329
H -5.313 2.121 -0.061
H -6.329 3.031 1.063
H -5.848 4.332 -1.043
H -5.227 5.137 0.403
H -3.607 3.425 -1.537
H -3.486 5.173 -1.340
H -1.668 3.991 -0.105
H -2.716 4.910 0.984
H -1.548 -1.132 1.600
H -0.240 -1.875 0.644
H 0.131 0.172 2.859
H 1.139 -1.616 4.079
H -0.444 -2.190 3.549
H 1.427 -3.870 3.229
H 0.588 -3.483 1.730
H 3.259 -2.349 2.686
H 2.983 -3.474 1.338
H 4.428 -1.110 0.908
H 3.595 0.932 -0.127
H 2.501 0.009 -1.168
H 4.381 0.328 -2.634
H 5.524 0.235 -1.299
H 4.424 -2.023 -2.874
H 5.793 -1.998 -1.777
H 4.405 -3.196 -0.333
H 2.944 -2.717 -1.200
H 2.516 -0.086 2.505
H 1.741 0.459 1.000

***

Entry 4:
12
Properties=species:S:1:pos:R:3 method="wB97M-V/def2-TZVPD" e_homo_ev=-9.54 e_lumo_ev=0.434 homo_lumo_gap_ev=9.97
C -1.078 0.784 -0.775
N 2.076 0.147 -0.356
N -0.390 -0.347 1.684
O -0.396 -1.852 -0.550
P -0.109 -0.556 0.064
Cl -2.694 0.510 -0.014
H -1.018 0.360 -1.788
H -0.810 1.877 -0.754
H 2.005 0.759 -1.094
H 2.309 -0.731 -0.680
H 0.308 0.297 2.085
H -0.203 -1.248 2.179

***

Entry 5:
6
Properties=species:S:1:pos:R:3 method="wB97M-V/def2-TZVPD" e_homo_ev=-10.52 smiles="N=[S@H](=O)Br" e_lumo_ev=-0.563 homo_lumo_gap_ev=9.96
N -0.856 0.085 0.872
S 0.040 -0.286 -0.246
O 0.340 -1.670 -0.323
Br 1.951 0.722 -0.176
H -0.801 0.956 1.264
H -0.675 0.194 -1.392

***

Entry 6:
22
Properties=species:S:1:pos:R:3 method="wB97M-V/def2-TZVPD" e_homo_ev=-9.90 e_lumo_ev=0.225 homo_lumo_gap_ev=10.13
C -0.163 0.683 -1.045
C 2.417 -0.903 -0.100
C 0.674 0.856 0.143
C 2.172 0.571 -0.154
N -0.651 -0.597 -1.205
N -1.505 -1.098 1.337
O -1.277 1.704 -1.098
O -2.191 1.702 1.228
O -2.893 -0.003 -0.414
O -2.195 -2.388 -0.724
S -2.579 1.674 -0.157
S -1.735 -1.114 -0.306
H 0.437 0.951 -1.877
H 3.430 -1.129 -0.293
H 1.733 -1.389 -0.898
H 1.875 -1.468 0.698
H 0.662 1.904 0.704
H 0.490 0.230 1.048
H 2.397 1.050 -1.063
H 2.654 1.176 0.676
H -2.221 -0.385 1.829
H -1.531 -2.028 1.671

***

Entry 7:
14
Properties=species:S:1:pos:R:3 method="wB97M-V/def2-TZVPD" e_homo_ev=-10.07 e_lumo_ev=0.866 homo_lumo_gap_ev=10.93
O -0.144 -0.851 0.002
C 1.133 -0.716 -0.591
C -1.144 -0.332 -0.853
H 1.874 -1.133 0.112
H 1.384 0.341 -0.780
H 1.200 -1.270 -1.542
H -0.990 0.741 -1.054
H -1.174 -0.869 -1.816
H -2.116 -0.460 -0.347
O 0.250 1.699 0.316
O -0.200 0.047 1.803
C 0.057 1.320 1.444
H -0.192 -0.483 0.961
H 0.062 1.966 2.345

***

Entry 8:
13
Properties=species:S:1:pos:R:3 method="wB97M-V/def2-TZVPD" e_homo_ev=-10.03 smiles=C[C@@H]1O[C@@H]1C e_lumo_ev=1.195 homo_lumo_gap_ev=11.23
C -1.235 1.145 -0.010
C 0.056 0.784 0.688
O 1.235 0.884 -0.105
C 0.886 -0.398 0.399
C 0.560 -1.459 -0.620
H -1.618 0.337 -0.639
H -2.015 1.414 0.710
H -1.059 2.013 -0.652
H 0.172 1.219 1.684
H 1.545 -0.733 1.204
H 0.475 -2.442 -0.146
H 1.368 -1.507 -1.356
H -0.370 -1.256 -1.158

***

no.,M (g/mol)
1,204.3
2,517.8
3,401.6
4,128.5
5,144.0
6,214.3
7,92.1
8,72.1